Computed, not measured: a 4-piece molecular cluster, C25H62ClNO10P2S overall, with ωB97M-V/def2-TZVPD.

Bonds (Å) are listed after each position.
Positions of all 102 atoms, in Å:
1 C 0.978 1.521 3.857  C2 1.544, H26 1.092, H27 1.091, H28 1.099
2 C -0.246 0.585 3.963  C1 1.544, N3 1.471, H29 1.101, H30 1.097
3 N -0.083 -0.678 3.228  C2 1.471, P4 1.786, H31 1.010
4 P -1.285 -1.111 1.981  N3 1.786, C5 1.859, C13 1.829, C18 1.866, P22 2.371
5 C -2.722 -1.322 3.142  P4 1.859, C6 1.539, H32 1.098, H33 1.103
6 C -4.062 -0.595 2.935  C5 1.539, C7 1.535, H34 1.094, H35 1.101
7 C -4.005 0.938 2.947  C6 1.535, C8 1.535, H36 1.088, H37 1.096
8 C -5.256 1.531 2.285  C7 1.535, S9 1.763, H38 1.098, H39 1.096
9 S -5.218 3.284 2.098  C8 1.763, O10 1.435, O11 1.443, Cl12 2.043
10 O -6.386 3.738 1.399  S9 1.435
11 O -4.740 3.900 3.312  S9 1.443
12 Cl -3.691 3.413 0.747  S9 2.043
13 C -0.456 -2.690 1.578  P4 1.829, C14 1.536, H40 1.095, H41 1.102
14 C 0.731 -2.626 0.604  C13 1.536, C15 1.528, H42 1.099, H43 1.099
15 C 2.062 -2.420 1.325  C14 1.528, O16 1.410, H44 1.104, H45 1.097
16 O 2.984 -1.715 0.523  C15 1.410, C17 1.404
17 C 3.934 -1.025 1.293  O16 1.404, H46 1.092, H47 1.102, H48 1.100
18 C -0.883 0.409 0.976  P4 1.866, O19 1.406, H49 1.100, H50 1.096
19 O 0.491 0.706 0.943  C18 1.406, C20 1.431
20 C 0.752 1.613 -0.134  O19 1.431, C21 1.529, H51 1.102, H52 1.097
21 C 2.083 2.331 0.089  C20 1.529, H53 1.096, H54 1.091, H55 1.097
22 P -2.816 -1.688 0.264  P4 2.371, O23 1.498, O24 1.639, O25 1.631
23 O -3.762 -2.819 0.532  P22 1.498
24 O -3.616 -0.348 -0.236  P22 1.639, H56 0.956
25 O -1.809 -1.955 -0.991  P22 1.631, H57 0.951
26 H 1.859 0.932 3.592  C1 1.092
27 H 0.825 2.324 3.135  C1 1.091
28 H 1.180 1.986 4.832  C1 1.099
29 H -0.431 0.360 5.025  C2 1.101
30 H -1.145 1.118 3.628  C2 1.097
31 H -0.038 -1.431 3.900  N3 1.010
32 H -2.348 -1.135 4.157  C5 1.098
33 H -2.942 -2.399 3.063  C5 1.103
34 H -4.547 -0.957 2.023  C6 1.094
35 H -4.719 -0.918 3.757  C6 1.101
36 H -3.128 1.297 2.412  C7 1.088
37 H -3.943 1.297 3.981  C7 1.096
38 H -5.398 1.126 1.275  C8 1.098
39 H -6.166 1.355 2.871  C8 1.096
40 H -1.218 -3.375 1.189  C13 1.095
41 H -0.120 -3.112 2.539  C13 1.102
42 H 0.753 -3.592 0.081  C14 1.099
43 H 0.605 -1.867 -0.180  C14 1.099
44 H 2.501 -3.407 1.553  C15 1.104
45 H 1.906 -1.884 2.269  C15 1.097
46 H 4.621 -0.545 0.592  C17 1.092
47 H 4.510 -1.719 1.926  C17 1.102
48 H 3.464 -0.262 1.931  C17 1.100
49 H -1.259 0.219 -0.040  C18 1.100
50 H -1.446 1.269 1.357  C18 1.096
51 H -0.068 2.346 -0.192  C20 1.102
52 H 0.765 1.040 -1.070  C20 1.097
53 H 2.102 3.266 -0.483  C21 1.096
54 H 2.932 1.726 -0.232  C21 1.091
55 H 2.200 2.582 1.151  C21 1.097
56 H -4.414 -0.611 -0.692  O24 0.956
57 H -2.341 -2.170 -1.750  O25 0.951
58 C 4.996 -0.046 7.533  C59 1.519, H63 1.091, H64 1.090, H65 1.091
59 C 5.252 1.026 6.487  C58 1.519, O60 1.416, H66 1.090, H67 1.096
60 O 4.086 1.704 6.057  C59 1.416, C61 1.416
61 C 3.384 2.414 7.061  O60 1.416, C62 1.519, H68 1.097, H69 1.090
62 C 4.190 3.522 7.719  C61 1.519, H70 1.091, H71 1.090, H72 1.091
63 H 4.225 -0.736 7.187  C58 1.091
64 H 5.911 -0.610 7.715  C58 1.090
65 H 4.675 0.375 8.487  C58 1.091
66 H 5.655 0.573 5.581  C59 1.090
67 H 6.002 1.738 6.851  C59 1.096
68 H 2.994 1.726 7.820  C61 1.097
69 H 2.523 2.841 6.546  C61 1.090
70 H 5.011 3.133 8.322  C62 1.091
71 H 3.546 4.105 8.377  C62 1.090
72 H 4.608 4.187 6.962  C62 1.091
73 C 1.039 -2.285 -3.334  C74 1.519, H78 1.091, H79 1.091, H80 1.091
74 C 0.075 -1.230 -3.849  C73 1.519, O75 1.417, H81 1.089, H82 1.097
75 O 0.623 0.076 -3.906  C74 1.417, C76 1.416
76 C 1.743 0.228 -4.760  O75 1.416, C77 1.519, H83 1.096, H84 1.090
77 C 1.457 -0.119 -6.210  C76 1.519, H85 1.090, H86 1.091, H87 1.091
78 H 1.467 -1.974 -2.380  C73 1.091
79 H 0.509 -3.227 -3.185  C73 1.091
80 H 1.857 -2.473 -4.032  C73 1.091
81 H -0.765 -1.141 -3.162  C74 1.089
82 H -0.331 -1.521 -4.826  C74 1.097
83 H 2.594 -0.356 -4.391  C76 1.096
84 H 2.016 1.280 -4.669  C76 1.090
85 H 1.263 -1.183 -6.351  C77 1.090
86 H 2.311 0.148 -6.833  C77 1.091
87 H 0.579 0.425 -6.561  C77 1.091
88 C -2.854 -2.114 -10.036  C89 1.519, H93 1.091, H94 1.090, H95 1.091
89 C -2.506 -1.806 -8.590  C88 1.519, O90 1.416, H96 1.090, H97 1.096
90 O -1.204 -1.279 -8.409  C89 1.416, C91 1.416
91 C -0.945 -0.050 -9.064  O90 1.416, C92 1.520, H98 1.096, H99 1.090
92 C -1.834 1.094 -8.607  C91 1.520, H100 1.091, H101 1.090, H102 1.091
93 H -2.090 -2.751 -10.484  C88 1.091
94 H -3.811 -2.636 -10.081  C88 1.090
95 H -2.944 -1.211 -10.640  C88 1.091
96 H -2.514 -2.723 -8.001  C89 1.090
97 H -3.257 -1.137 -8.153  C89 1.096
98 H -1.003 -0.168 -10.152  C91 1.096
99 H 0.094 0.175 -8.824  C91 1.090
100 H -2.873 0.955 -8.908  C92 1.091
101 H -1.486 2.029 -9.047  C92 1.090
102 H -1.804 1.188 -7.520  C92 1.091

The molecular weight comes out at 666.24 g/mol. The calculation puts the HOMO-LUMO gap at 8.82 eV. The calculation puts the HOMO energy at -8.424 eV. The lowest unoccupied orbital energy comes out at 0.4 eV.

Mulliken atomic charge list, values in e, 99 entries:
1 C -0.598
2 C -0.249
3 N -0.570
4 P 1.982
5 C -1.569
6 C -0.854
7 C 1.132
8 C -0.954
9 S 1.006
10 O -0.548
11 O -0.544
12 Cl -0.163
13 C -2.184
14 C 0.381
15 C -0.770
16 O -0.319
17 C -0.555
18 C -2.195
19 O 0.062
20 C -0.284
21 C -1.173
22 P 0.276
23 O -0.811
24 O -0.489
25 O -0.248
26 H -0.036
27 H 0.197
28 H 0.123
29 H 0.526
30 H -0.153
31 H 0.366
32 H 0.617
33 H 0.447
34 H 0.531
35 H 0.525
36 H -0.638
37 H 0.413
38 H 0.298
39 H 0.447
40 H 0.716
41 H 0.718
42 H 0.684
43 H -0.579
44 H 0.345
45 H 0.374
46 H 0.255
47 H 0.313
48 H 0.077
49 H 0.967
50 H 0.493
51 H 0.363
52 H 0.216
53 H 0.418
54 H 0.239
55 H 0.208
56 H 0.333
57 H 0.346
58 C -1.067
59 C -0.332
60 O -0.363
61 C -0.198
62 C -1.200
63 H 0.277
64 H 0.403
65 H 0.269
66 H 0.332
67 H 0.312
68 H 0.319
69 H 0.238
70 H 0.275
71 H 0.400
72 H 0.328
73 C -1.000
74 C 0.169
75 O -0.436
76 C -0.525
77 C -0.800
78 H 0.155
79 H 0.451
80 H 0.382
81 H -0.082
82 H 0.257
83 H 0.339
84 H 0.368
85 H 0.270
86 H 0.487
87 H 0.032
88 C -1.090
89 C -0.326
90 O -0.360
91 C -0.425
92 C -1.100
93 H 0.293
94 H 0.399
95 H 0.262
96 H 0.320
97 H 0.321
98 H 0.352
99 H 0.401